Formula: N2O6P
Source: the Open Molecules 2025 dataset
Level of theory: ωB97M-V/def2-TZVPD

Last column: Mulliken charge in e.
Cartesian coordinates (Å):
1 O 2.1000 1.0628 -0.7972  -0.618
2 N 1.1537 0.8343 -0.0844  0.844
3 O 0.6998 1.6018 0.7349  -0.499
4 P 0.3717 -0.8238 0.0896  0.884
5 O 0.6824 -1.9294 -0.9080  -0.638
6 O 0.5578 -1.0384 1.5460  -0.611
7 N -1.5576 -0.0046 -0.1486  0.752
8 O -1.6061 0.9711 -0.8048  -0.533
9 O -2.4017 -0.6738 0.3726  -0.581

Results
Total charge: -1
SMILES string: O=[N+]([O-])P(=O)([O-])[N+](=O)[O-]
E_tot: -24552.315 eV
M: 154.982 g/mol
Kohn-Sham gap: 9.622 eV
E_LUMO: 3.687 eV
Energy above the lowest of the compared OMol25 structures with the same formula, charge and spin: 8.6 kcal/mol
Maximum force: 5.6 eV Å⁻¹

Formula: N2O6Rb2
Source: the Open Molecules 2025 dataset
Level of theory: ωB97M-V/def2-TZVPD

Last column: Mulliken charge in e.
Cartesian coordinates (Å):
1 Rb -2.9249 -1.7122 0.0753  0.878
2 Rb 1.7464 -2.8242 -1.8023  0.901
3 N -0.2300 -1.1868 -0.2180  1.482
4 O -0.4776 0.0697 -0.1685  -0.399
5 O 0.5363 -1.8482 -0.8025  -1.115
6 O -1.0053 -1.9423 0.5647  -0.884
7 N 0.6387 2.3710 0.5852  1.001
8 O 1.1041 2.6328 1.6980  -0.677
9 O -0.2547 1.5814 0.5524  -0.514
10 O 0.8671 2.8590 -0.4842  -0.673

Results
E_tot: -16559.603 eV
M: 294.944 g/mol
Kohn-Sham gap: 5.161 eV
E_LUMO: -1.093 eV
Energy above the lowest of the compared OMol25 structures with the same formula, charge and spin: 216.8 kcal/mol
Maximum force: 14.9 eV Å⁻¹

Formula: N4O12Pb3
Source: the Open Molecules 2025 dataset
Level of theory: ωB97M-V/def2-TZVPD

Last column: Mulliken charge in e.
Cartesian coordinates (Å):
1 Pb 2.1834 1.7581 2.7493  1.482
2 Pb 1.5655 -1.7335 -1.9648  1.368
3 Pb 2.9449 3.6829 -2.2630  1.318
4 N -1.1546 0.6987 2.4290  0.942
5 O -2.0310 1.0331 1.6779  -0.464
6 O -0.1055 1.2902 2.5256  -0.541
7 O -1.2956 -0.4076 2.9973  -0.550
8 N -1.6505 1.3028 -1.9217  1.005
9 O -2.6036 0.5533 -1.8162  -0.427
10 O -1.3353 2.1115 -1.0259  -0.472
11 O -0.7874 1.0927 -2.8527  -0.554
12 N 1.4717 0.9163 -0.4658  1.467
13 O 1.1780 1.6770 0.4375  -0.669
14 O 2.1824 1.3297 -1.4148  -0.697
15 O 0.9975 -0.2597 -0.3893  -0.516
16 N -0.5571 -3.5845 0.3507  0.802
17 O -0.3240 -4.0576 1.4982  -0.453
18 O 0.3877 -2.9694 -0.1028  -0.533
19 O -1.0665 -4.4341 -0.4486  -0.509

Results
Total charge: +2
E_tot: -46230.818 eV
M: 869.616 g/mol
Kohn-Sham gap: 1.992 eV
E_LUMO: -11.370 eV
Energy above the lowest of the compared OMol25 structures with the same formula, charge and spin: 100.8 kcal/mol
Maximum force: 11.7 eV Å⁻¹

Formula: N5O15Tl
Source: the Open Molecules 2025 dataset
Level of theory: ωB97M-V/def2-TZVPD

Last column: Mulliken charge in e.
Cartesian coordinates (Å):
1 Tl 2.0591 0.8537 -2.0340  0.923
2 N -0.1571 0.9294 0.8206  1.127
3 O 0.6370 1.7566 0.3813  -0.643
4 O -0.0241 0.5514 1.9516  -0.401
5 O -1.0215 0.3380 0.2321  -0.308
6 N -4.0423 0.6131 -0.8339  1.190
7 O -3.6474 1.2494 0.1704  -0.588
8 O -4.5061 1.2316 -1.6855  -0.585
9 O -4.0942 -0.5632 -0.8607  -0.564
10 N 1.6256 -2.2131 0.5830  0.877
11 O 1.5896 -1.0875 0.1056  -0.427
12 O 2.3450 -3.0290 0.0844  -0.660
13 O 1.4885 -2.4071 1.7904  -0.497
14 N 3.4469 0.7907 2.5159  0.965
15 O 4.5309 1.2707 2.3021  -0.629
16 O 2.4591 1.5221 2.7185  -0.484
17 O 3.2680 -0.5156 2.7397  -0.523
18 N -1.4899 -0.2617 -2.6607  1.026
19 O -2.3805 -0.2331 -3.5777  -0.626
20 O -0.7083 0.6264 -2.5025  -0.596
21 O -1.3783 -1.4227 -2.2406  -0.578

Results
Total charge: -2
E_tot: -42831.328 eV
M: 514.403 g/mol
Kohn-Sham gap: 2.667 eV
E_LUMO: 0.277 eV
Energy above the lowest of the compared OMol25 structures with the same formula, charge and spin: 75.8 kcal/mol
Maximum force: 8.0 eV Å⁻¹

Formula: NO4S2
Source: the Open Molecules 2025 dataset
Level of theory: ωB97M-V/def2-TZVPD

Last column: Mulliken charge in e.
Cartesian coordinates (Å):
1 O -1.1426 -0.9656 -1.0319  -0.506
2 N -0.2809 -0.1523 -0.8672  0.705
3 O 0.5305 0.2460 -1.6750  -0.545
4 S 0.3270 -0.1159 0.9649  0.845
5 O 1.0329 -1.2883 0.7564  -0.494
6 O 0.9965 1.2193 1.0835  -0.567
7 S -1.2415 -0.2805 2.2433  -0.439

Results
Total charge: -1
SMILES string: O=[N+]([O-])S(=O)(=O)[S-]
E_tot: -31349.097 eV
M: 142.137 g/mol
Kohn-Sham gap: 8.356 eV
E_LUMO: 3.564 eV
Energy above the lowest of the compared OMol25 structures with the same formula, charge and spin: 54.4 kcal/mol
Maximum force: 7.1 eV Å⁻¹

Formula: NO5P
Source: the Open Molecules 2025 dataset
Level of theory: ωB97M-V/def2-TZVPD

Last column: Mulliken charge in e.
Cartesian coordinates (Å):
1 N -2.4153 1.2172 -1.1533  0.151
2 O 2.1212 -1.9905 0.1675  -0.637
3 O 0.9088 -1.2580 2.2578  -0.644
4 O -2.9357 2.3447 -1.5231  -0.625
5 O -2.2625 0.3654 -2.0675  -0.523
6 O 2.7096 0.2711 1.1415  -0.648
7 P 1.8739 -0.9499 1.1772  0.927

Results
Total charge: -2
2S+1: 3
E_tot: -21014.295 eV
M: 124.976 g/mol
Kohn-Sham gap (alpha / beta): 4.685 / 7.298 eV
E_LUMO (alpha / beta): 6.545 / 6.538 eV
Energy above the lowest of the compared OMol25 structures with the same formula, charge and spin: 0.0 kcal/mol
⟨S²⟩: 2.011
Maximum force: 2.5 eV Å⁻¹

Formula: NO7PRb6
Source: the Open Molecules 2025 dataset
Level of theory: ωB97M-V/def2-TZVPD

Last column: Mulliken charge in e.
Cartesian coordinates (Å):
1 Rb -2.0501 2.1282 0.9149  0.974
2 Rb 1.4010 -2.0154 -2.0315  0.982
3 Rb 3.9481 1.8264 -0.3997  1.013
4 Rb 3.8627 -1.7518 0.9836  0.966
5 Rb 1.3312 3.7503 2.8905  1.090
6 Rb -1.0089 -2.1587 1.8163  1.023
7 N -3.0619 -0.6491 -1.7501  1.050
8 O -2.2922 -0.8758 -2.6389  -0.671
9 O -3.8212 -1.3687 -1.1662  -0.689
10 O -3.0317 0.5050 -1.4128  -0.644
11 P 0.9157 0.1850 0.5699  0.243
12 O 0.9683 1.4874 1.4046  -0.669
13 O 1.3248 -1.0227 1.4773  -0.861
14 O 2.0519 0.0309 -0.6227  -1.092
15 O -0.5378 -0.0711 -0.0351  -0.714

Results
Total charge: +2
E_tot: -29033.682 eV
M: 669.782 g/mol
Kohn-Sham gap: 4.211 eV
E_LUMO: -6.423 eV
Energy above the lowest of the compared OMol25 structures with the same formula, charge and spin: 26.4 kcal/mol
Maximum force: 6.4 eV Å⁻¹

Formula: NPS
Source: the Open Molecules 2025 dataset
Level of theory: ωB97M-V/def2-TZVPD

Last column: Mulliken charge in e.
Cartesian coordinates (Å):
1 N 0.5429 -0.8345 0.0000  -0.252
2 P -1.2380 0.0834 0.0000  0.189
3 S 0.6951 0.7511 0.0000  0.063

Results
E_tot: -21610.819 eV
M: 77.048 g/mol
Kohn-Sham gap (alpha / beta): 7.882 / 7.337 eV
E_LUMO (alpha / beta): -0.579 / -1.349 eV
Energy above the lowest of the compared OMol25 structures with the same formula, charge and spin: 24.1 kcal/mol
Maximum force: 2.2 eV Å⁻¹

Formula: Na2O4S
Source: the Open Molecules 2025 dataset
Level of theory: ωB97M-V/def2-TZVPD

Last column: Mulliken charge in e.
Cartesian coordinates (Å):
1 Na -0.0778 -1.0928 2.2682  0.955
2 Na -2.4150 -0.7490 0.4366  0.968
3 S 0.5477 0.3815 -0.5805  1.090
4 O 1.9143 0.6610 -0.1280  -0.651
5 O 0.0486 1.4264 -1.4785  -0.660
6 O 0.4685 -1.0122 -1.0963  -0.676
7 O -0.4864 0.3850 0.5786  -1.025

Results
E_tot: -27858.060 eV
M: 142.043 g/mol
Kohn-Sham gap: 4.710 eV
E_LUMO: -2.508 eV
Maximum force: 2.7 eV Å⁻¹

Formula: O16P2Pd2S2Tl2Zn
Source: the Open Molecules 2025 dataset
Level of theory: ωB97M-V/def2-TZVPD

Last column: Mulliken charge in e.
Cartesian coordinates (Å):
1 Zn 6.4655 -11.8866 -1.0309  0.931
2 Pd 6.3834 -13.4619 -4.5846  0.925
3 Pd 4.9609 -9.4886 -3.3605  1.237
4 Tl 6.9214 -9.9247 -7.8507  0.846
5 Tl 0.0805 -12.6662 -4.3409  0.960
6 S 4.6641 -11.5858 -5.8199  1.569
7 O 3.5583 -11.3481 -6.7098  -0.550
8 O 5.8808 -11.8911 -6.5902  -0.748
9 O 5.2383 -10.2393 -5.2159  -0.681
10 O 4.5068 -12.4984 -4.5486  -0.596
11 S 6.8869 -8.6958 -1.8252  1.466
12 O 5.4835 -8.4196 -1.6198  -0.641
13 O 6.8524 -9.0073 -3.4224  -0.387
14 O 7.6576 -7.5379 -1.5061  -0.468
15 O 7.1633 -9.9771 -1.0370  -0.528
16 P 8.2995 -12.9652 -2.6592  0.995
17 O 8.0555 -13.4562 -1.3168  -0.638
18 O 8.0376 -14.0402 -3.7498  -0.664
19 O 9.7987 -12.3597 -2.5491  -0.227
20 O 7.3250 -11.7759 -2.9351  -0.158
21 P 3.4193 -11.4854 -1.7990  1.111
22 O 3.3531 -10.4238 -2.9725  -0.758
23 O 2.6840 -10.6705 -0.6251  -0.165
24 O 4.4926 -12.1032 -0.9489  -0.568
25 O 2.0775 -12.4163 -2.0566  -0.263

Results
Total charge: +2
2S+1: 5
E_tot: -137752.431 eV
M: 1069.062 g/mol
Kohn-Sham gap (alpha / beta): 7.793 / 6.131 eV
E_LUMO (alpha / beta): -8.880 / -10.443 eV
⟨S²⟩: 6.492
Maximum force: 4.5 eV Å⁻¹

Formula: O4PRb11
Source: the Open Molecules 2025 dataset
Level of theory: ωB97M-V/def2-TZVPD

Last column: Mulliken charge in e.
Cartesian coordinates (Å):
1 Rb -0.7299 1.5422 -3.3834  1.088
2 Rb -1.0494 1.2480 3.3125  1.130
3 Rb -3.1061 -0.7750 -1.3258  1.163
4 Rb 0.6664 3.4020 0.8934  1.063
5 Rb 1.2102 -1.2737 -3.3062  1.113
6 Rb 2.7362 -3.0155 0.5771  0.981
7 Rb -2.7644 2.7697 0.0330  1.036
8 Rb 1.4247 -1.7630 3.7904  1.066
9 Rb -1.6422 -1.9369 2.4566  1.012
10 Rb 3.1930 2.1076 -2.3400  1.033
11 Rb -0.8341 -3.1484 -0.3230  0.969
12 P 0.1790 0.1301 -0.0822  0.132
13 O 0.7478 -0.8388 1.0750  -0.636
14 O -0.9627 0.9374 0.5621  -0.824
15 O -0.3353 -0.5594 -1.3749  -1.123
16 O 1.2667 1.1740 -0.5646  -0.203

Results
Total charge: +9
2S+1: 2
E_tot: -24550.977 eV
M: 1035.118 g/mol
Kohn-Sham gap (alpha / beta): 12.064 / 6.567 eV
E_LUMO (alpha / beta): -26.228 / -31.483 eV
⟨S²⟩: 0.760
Maximum force: 3.6 eV Å⁻¹

Formula: O4RbS
Source: the Open Molecules 2025 dataset
Level of theory: ωB97M-V/def2-TZVPD

Last column: Mulliken charge in e.
Cartesian coordinates (Å):
1 Rb -0.7785 0.4007 -2.9327  0.965
2 S 0.1530 -0.1070 0.5840  1.298
3 O -0.3781 0.9968 -0.2198  -0.708
4 O 1.5875 0.1753 0.7987  -0.419
5 O -0.4476 -0.0786 1.8900  -0.463
6 O -0.1363 -1.3873 -0.1202  -0.673

Results
2S+1: 2
E_tot: -19679.134 eV
M: 181.531 g/mol
Kohn-Sham gap (alpha / beta): 8.312 / 6.865 eV
E_LUMO (alpha / beta): -1.114 / -2.368 eV
Energy above the lowest of the compared OMol25 structures with the same formula, charge and spin: 4.0 kcal/mol
⟨S²⟩: 0.761
Maximum force: 3.9 eV Å⁻¹

Formula: O4S4
Source: the Open Molecules 2025 dataset
Level of theory: ωB97M-V/def2-TZVPD

Last column: Mulliken charge in e.
Cartesian coordinates (Å):
1 O -2.8270 1.3230 -0.6232  -0.578
2 O 3.3198 -0.2211 -1.0379  -0.567
3 O -3.4249 -0.5265 0.8855  -0.598
4 O 2.9107 1.1227 0.9913  -0.578
5 S -0.9806 -0.9241 -1.0915  -0.336
6 S 1.0155 -1.4230 0.6824  -0.377
7 S -2.2917 0.3068 0.3103  0.518
8 S 2.2783 0.3422 -0.1170  0.516

Results
Total charge: -2
E_tot: -51529.918 eV
M: 192.264 g/mol
Kohn-Sham gap (alpha / beta): 6.168 / 6.167 eV
E_LUMO (alpha / beta): 5.356 / 5.356 eV
Energy above the lowest of the compared OMol25 structures with the same formula, charge and spin: 39.6 kcal/mol
Maximum force: 2.8 eV Å⁻¹

Formula: O5S2
Source: the Open Molecules 2025 dataset
Level of theory: ωB97M-V/def2-TZVPD

Last column: Mulliken charge in e.
Cartesian coordinates (Å):
1 O 0.0301 -1.1725 0.3113  -0.264
2 O 1.9233 0.0228 -0.8962  -0.468
3 O -0.3996 0.8732 -0.6220  -0.245
4 O -2.4020 -0.2398 0.4376  -0.397
5 O 1.2902 0.8478 1.2040  -0.495
6 S 0.8987 0.1305 0.0458  1.145
7 S -1.3408 -0.4620 -0.4806  0.723

Results
E_tot: -31905.713 eV
M: 144.129 g/mol
Kohn-Sham gap: 11.569 eV
E_LUMO: -0.450 eV
Energy above the lowest of the compared OMol25 structures with the same formula, charge and spin: 11.0 kcal/mol
Maximum force: 3.9 eV Å⁻¹

Formula: S2
Source: the Open Molecules 2025 dataset
Level of theory: ωB97M-V/def2-TZVPD

Last column: Mulliken charge in e.
Cartesian coordinates (Å):
1 S 0.1417 1.6850 0.6006  -0.500
2 S -0.1417 -1.6850 -0.6006  -0.500

Results
Total charge: -1
2S+1: 2
E_tot: -21666.592 eV
M: 64.134 g/mol
Kohn-Sham gap (alpha / beta): 5.365 / 4.084 eV
E_LUMO (alpha / beta): 1.244 / 1.251 eV
Energy above the lowest of the compared OMol25 structures with the same formula, charge and spin: 112.4 kcal/mol
⟨S²⟩: 0.760
Maximum force: 2.1 eV Å⁻¹